a | A molecular structure, C31H34KN7O2Te4, computed with ωB97M-V/def2-TZVPD.

Last column: Löwdin charge in e.
Element x y z (Å)
K 0.10 -0.02 -0.38  0.485
C -1.25 3.20 -1.15  -0.054
C -2.33 2.36 -1.04  -0.412
C -3.56 2.64 -1.74  -0.080
C -4.59 1.77 -1.69  -0.120
C -4.48 0.59 -0.93  -0.086
C -3.31 0.40 -0.21  -0.281
N -2.25 1.22 -0.26  0.017
C -3.21 -0.77 0.70  -0.202
C -4.37 -1.39 1.19  -0.022
C -4.26 -2.51 1.98  -0.068
C -3.01 -2.99 2.29  -0.025
C -1.90 -2.30 1.82  -0.209
N -2.00 -1.22 1.05  0.147
C -0.54 -2.74 2.20  -0.231
C -0.22 -4.09 2.32  -0.030
C 1.07 -4.44 2.69  -0.073
C 1.98 -3.44 2.97  -0.039
C 1.58 -2.11 2.84  -0.342
C 2.51 -0.98 3.15  -0.051
N 0.36 -1.78 2.43  0.164
H -1.34 4.13 -1.69  0.037
H -0.38 2.23 -2.84  0.025
H -0.37 3.09 -0.52  0.034
H -3.63 3.56 -2.31  0.097
H -5.51 1.96 -2.23  0.092
H -5.29 -0.13 -0.90  0.075
H -5.35 -0.98 0.96  0.096
H -5.15 -3.00 2.36  0.100
H -2.88 -3.86 2.92  0.103
H -0.95 -4.85 2.09  0.106
H 1.35 -5.48 2.75  0.103
H 3.00 -3.67 3.27  0.114
H 2.75 -0.97 4.22  0.082
H 2.04 -0.04 2.89  0.050
H 3.45 -1.08 2.60  -0.041
Te 2.35 -2.61 -0.96  0.741
Te 5.28 -0.34 -3.27  -0.250
Te 3.62 -0.28 -1.17  -0.225
Te 5.56 -0.54 0.67  -0.191
N -1.05 4.66 5.23  0.086
C -0.51 3.79 4.29  -0.340
C -1.31 3.15 3.35  -0.018
C -0.71 2.32 2.41  -0.128
N 0.60 2.11 2.35  0.063
C 1.36 2.73 3.25  -0.155
C 0.87 3.57 4.23  -0.039
H -2.03 4.53 5.42  0.081
H -0.49 4.82 6.05  0.079
H -2.38 3.29 3.35  0.106
H -1.32 1.82 1.67  0.076
H 2.43 2.54 3.18  0.110
H 1.54 4.05 4.94  0.098
N -3.73 -3.56 -3.15  0.117
C -2.55 -4.28 -3.38  -0.551
O -2.66 -5.43 -3.83  -0.043
C -1.30 -3.61 -3.13  -0.186
C -0.07 -4.21 -3.62  -0.065
C 1.10 -3.57 -3.47  -0.192
C 1.18 -2.27 -2.74  -0.718
N -0.06 -1.72 -2.26  -0.185
C -1.16 -2.39 -2.46  -0.164
H -4.54 -4.14 -3.05  0.074
H -3.69 -2.76 -2.53  0.053
H -0.14 -5.16 -4.12  0.102
H 2.03 -3.98 -3.83  0.085
H 1.73 -1.52 -3.32  0.056
H -2.04 -1.92 -2.01  0.098
C 0.58 0.95 -5.62  -0.058
C -0.31 0.96 -4.38  -0.501
C -1.73 1.35 -4.74  -0.048
O 0.29 1.83 -3.44  -0.071
H 0.19 0.26 -6.36  0.074
H 1.59 0.64 -5.35  0.073
H 0.64 1.96 -6.04  0.075
H -0.33 -0.06 -3.97  0.105
H -1.76 2.37 -5.13  0.081
H -2.38 1.30 -3.86  0.059
H -2.13 0.66 -5.49  0.077

Computed properties:
2S+1: 1
Frontier orbital gap in eV: 4.82
Charge: -2
LUMO energy in eV: 3.5

=====

b | A molecular structure, C31H34KN7O2Te4, computed with ωB97M-V/def2-TZVPD.

Last column: Löwdin charge in e.
Element x y z (Å)
K -0.06 1.00 -0.29  0.660
C 1.91 1.07 4.36  -0.099
C 0.56 0.41 4.46  -0.456
C 0.13 -0.09 5.64  -0.102
C -1.16 -0.67 5.73  -0.133
C -1.99 -0.52 4.66  -0.090
C -1.54 0.07 3.46  -0.337
N -0.16 0.33 3.29  -0.231
C -2.45 0.32 2.41  -0.241
C -3.81 0.58 2.72  -0.044
C -4.72 0.79 1.73  -0.105
C -4.28 0.73 0.40  -0.069
C -2.93 0.50 0.15  -0.292
N -2.02 0.31 1.11  0.021
C -2.53 0.38 -1.25  -0.273
C -3.11 1.20 -2.22  -0.032
C -2.83 0.97 -3.55  -0.059
C -1.95 -0.06 -3.88  -0.027
C -1.35 -0.78 -2.85  -0.338
C -0.35 -1.84 -3.16  -0.034
N -1.63 -0.56 -1.58  0.116
H 2.07 1.70 5.24  0.076
H 1.96 1.69 3.47  0.029
H 2.71 0.32 4.33  0.012
H 0.78 -0.05 6.51  0.101
H -1.47 -1.21 6.62  0.077
H -3.00 -0.90 4.69  0.092
H -4.11 0.68 3.76  0.096
H -5.76 1.02 1.95  0.090
H -4.98 0.84 -0.42  0.085
H -3.77 2.00 -1.93  0.108
H -3.28 1.58 -4.33  0.101
H -1.71 -0.29 -4.91  0.108
H 0.39 -1.46 -3.86  0.085
H -0.83 -2.71 -3.60  0.073
H 0.16 -2.13 -2.25  0.060
Te 0.61 -1.11 1.88  0.823
Te 1.58 -2.87 3.56  0.051
Te 4.86 -1.07 2.38  -0.115
Te 2.85 0.21 1.21  0.759
N -1.21 -5.57 -2.87  0.092
C -0.87 -4.89 -1.70  -0.351
C 0.42 -4.96 -1.17  -0.030
C 0.72 -4.23 -0.05  -0.167
N -0.15 -3.44 0.58  -0.096
C -1.38 -3.36 0.06  -0.165
C -1.79 -4.07 -1.04  -0.042
H -0.62 -6.35 -3.09  0.083
H -2.19 -5.73 -3.00  0.083
H 1.16 -5.59 -1.63  0.101
H 1.70 -4.28 0.42  0.089
H -2.06 -2.71 0.59  0.106
H -2.80 -3.99 -1.41  0.105
N 1.47 2.85 -4.01  0.106
C 2.77 2.32 -3.76  -0.538
O 3.71 2.79 -4.40  -0.031
C 2.84 1.26 -2.82  -0.197
C 4.11 0.72 -2.38  -0.051
C 4.15 -0.24 -1.45  -0.176
C 2.92 -0.71 -0.79  -0.618
N 1.68 -0.33 -1.39  -0.146
C 1.71 0.62 -2.28  -0.223
H 1.54 3.68 -4.59  0.074
H 0.93 3.03 -3.17  0.062
H 5.00 1.10 -2.85  0.106
H 5.08 -0.67 -1.10  0.074
H 2.93 -1.80 -0.62  0.083
H 0.73 0.89 -2.68  0.089
C 0.53 4.43 1.50  -0.068
C 1.04 3.41 0.47  -0.693
C 2.38 3.88 -0.12  -0.060
O 1.10 2.18 1.00  -0.640
H 0.37 5.42 1.06  0.056
H 1.26 4.51 2.30  0.071
H -0.40 4.07 1.93  0.069
H 0.30 3.44 -0.40  0.100
H 3.15 3.84 0.66  0.075
H 2.30 4.90 -0.49  0.063
H 2.69 3.23 -0.93  0.054

Computed properties:
2S+1: 1
Frontier orbital gap in eV: 3.54
Charge: -2
LUMO energy in eV: 3.5

=====

What should be chosen as the most stable of them? Choose a.

=====

a | 2 unconnected molecules or ions with the total composition CH4NP, computed with ωB97M-V/def2-TZVPD.

Last column: Löwdin charge in e.
Element x y z (Å)
C 0.32 0.14 0.21  -0.681
N 1.18 0.92 -0.28  0.031
P -1.43 0.06 0.18  0.752
H 0.60 -1.20 1.34  0.115
H 2.14 0.93 -0.02  0.045
H -1.32 -1.17 -0.20  -0.177
H -1.49 0.32 -1.22  -0.086

Computed properties:
2S+1: 1
Frontier orbital gap in eV: 9.64
Charge: 0
LUMO energy in eV: 0.6

=====

b | CH4NP in the gas phase, computed with ωB97M-V/def2-TZVPD.

Last column: Löwdin charge in e.
Element x y z (Å)
C 0.49 0.12 -0.02  -0.628
N 0.09 1.22 0.48  -0.009
P -0.49 -0.79 -1.25  0.767
H 1.44 -0.23 0.29  0.038
H 0.65 1.44 1.30  0.036
H -1.57 -0.05 -0.54  -0.058
H -0.61 -1.71 -0.25  -0.145

Computed properties:
2S+1: 1
Frontier orbital gap in eV: 10.58
SMILES: [H]/N=C/P
Charge: 0
LUMO energy in eV: 1.0

=====

What should be chosen as the most stable of them? Choose b.

=====

a | C5H12OS in the gas phase, computed with ωB97M-V/def2-TZVPD.

Last column: Löwdin charge in e.
Element x y z (Å)
C -2.05 1.39 -0.88  -0.251
O -2.70 0.61 0.14  -0.078
C -0.68 0.80 -1.20  -0.206
C 0.22 0.48 0.00  -0.262
C 1.43 -0.37 -0.45  -0.532
S 1.30 -2.12 -0.05  0.791
C 1.72 -2.05 1.70  -0.426
H -1.89 2.38 -0.44  0.116
H -2.64 1.38 -1.80  0.112
H -3.20 1.20 0.71  0.077
H -0.81 -0.14 -1.74  0.113
H -0.20 1.53 -1.85  0.119
H -0.35 -0.03 0.76  0.090
H 0.60 1.42 0.41  0.109
H 2.34 0.01 0.01  0.071
H 1.51 -0.31 -1.53  0.065
H 1.89 -3.05 2.06  0.025
H 2.64 -1.49 1.86  0.034
H 0.88 -1.65 2.29  0.035

Computed properties:
2S+1: 1
Frontier orbital gap in eV: 9.32
SMILES: CSCCCCO
Charge: 0
LUMO energy in eV: 0.9

=====

b | 2 unconnected molecules or ions with the total composition C5H12OS, computed with ωB97M-V/def2-TZVPD.

Last column: Löwdin charge in e.
Element x y z (Å)
S 1.53 -0.93 -2.16  0.801
C 2.79 -0.63 -0.84  -0.479
C 0.40 0.34 -1.49  -0.509
C 2.26 -1.09 0.57  -0.263
C 0.00 0.00 0.00  -0.241
C 1.19 -0.07 1.06  -0.214
H 3.62 -1.26 -1.20  0.060
H 3.13 0.42 -0.85  0.081
H -0.53 0.34 -2.09  0.070
H 0.85 1.35 -1.56  0.076
H 1.81 -2.10 0.59  0.106
H 3.06 -1.06 1.32  0.101
H -0.65 0.87 0.24  0.098
H -0.63 -0.91 0.02  0.105
H 1.69 0.90 1.24  0.107
H 0.73 -0.40 2.01  0.102
O -3.84 -1.75 1.85  -0.092
H -4.62 -1.86 2.43  0.046
H -3.21 -2.45 2.13  0.045

Computed properties:
2S+1: 1
Frontier orbital gap in eV: 9.12
SMILES: C1CCSCC1.O
Charge: 0
LUMO energy in eV: 0.8

=====

What should be chosen as the most stable of them? Choose b.

=====

a | A molecular structure, C24H23F6N8O9RuS5, computed with ωB97M-V/def2-TZVPD.

Last column: Löwdin charge in e.
Element x y z (Å)
Ru -1.37 0.51 0.15  1.518
N -4.08 -0.02 -2.10  0.141
C -4.31 -0.24 -0.79  -0.655
N -3.38 -0.16 0.14  -0.056
C -3.88 -0.39 1.41  -0.329
C -5.21 -0.62 1.46  -0.314
S -5.87 -0.58 -0.14  1.097
C -2.89 -0.42 2.48  -0.332
C -3.06 -0.59 3.80  -0.306
S -1.53 -0.70 4.59  1.118
C -0.73 -0.55 3.07  -0.674
N -1.56 -0.35 2.06  -0.043
N 0.61 -0.61 2.95  0.140
H -3.12 -0.07 -2.42  0.068
H -4.80 -0.26 -2.76  0.112
H -5.83 -0.84 2.31  0.084
H -3.98 -0.68 4.35  0.087
H 1.09 -1.10 3.69  0.109
H 0.93 -0.89 2.04  0.050
C 5.16 0.48 -3.53  -0.044
C 3.78 0.80 -3.04  -0.291
C 2.99 -0.13 -2.45  0.012
C 1.64 0.21 -1.89  -0.202
C 1.08 1.45 -2.50  -0.214
C 1.89 2.39 -3.06  -0.044
C 3.26 2.12 -3.25  0.002
S -0.65 1.57 -2.84  0.616
O -0.87 2.74 -3.64  -0.281
O -0.97 0.28 -3.44  -0.323
N -1.48 1.70 -1.46  -0.342
C -2.42 2.83 -1.36  -0.165
C -2.80 3.11 0.10  -0.631
O -3.49 4.07 0.35  0.062
O -2.35 2.25 0.97  -0.172
H 5.43 -0.55 -3.31  0.079
H 5.90 1.14 -3.07  0.083
H 5.23 0.63 -4.61  0.086
H 3.35 -1.14 -2.31  0.113
H 0.96 -0.63 -2.04  0.126
H 1.46 3.30 -3.46  0.117
H 3.90 2.87 -3.69  0.116
H -3.34 2.62 -1.90  0.117
H -1.99 3.73 -1.79  0.118
O -1.53 -1.51 -1.48  -0.105
H -1.13 -1.21 -2.31  0.009
H -0.90 -2.10 -1.03  0.005
F 2.74 -5.18 -0.32  0.161
C 1.95 -4.17 -0.65  -0.673
F 2.68 -3.23 -1.27  0.114
F 1.01 -4.60 -1.49  0.150
S 1.20 -3.38 0.83  0.605
O 0.37 -2.33 0.28  -0.356
O 2.30 -2.90 1.62  -0.272
N 0.42 -4.62 1.38  -0.280
S -0.54 -4.52 2.63  0.600
O -0.62 -5.79 3.28  -0.248
O -0.35 -3.32 3.40  -0.315
C -2.20 -4.30 1.86  -0.670
F -3.12 -4.22 2.82  0.139
F -2.50 -5.31 1.06  0.152
F -2.25 -3.17 1.15  0.126
N 2.93 1.19 0.03  0.167
C 1.81 0.35 -0.34  -0.257
N 0.68 0.97 0.33  0.000
C 1.13 2.01 1.05  -0.211
C 0.44 2.89 1.91  0.003
C 1.17 3.88 2.52  -0.059
C 2.56 4.04 2.30  -0.063
C 3.26 3.19 1.48  -0.012
C 2.54 2.17 0.86  -0.170
H 3.85 1.07 -0.36  0.157
H 1.96 -0.67 0.05  0.127
H -0.63 2.79 2.06  0.091
H 0.66 4.58 3.18  0.111
H 3.08 4.84 2.81  0.108
H 4.32 3.30 1.32  0.113

Computed properties:
2S+1: 6
Frontier orbital gap (alpha / beta) in eV: 7.98 / 6.27
⟨S²⟩: 8.820
Charge: 0
LUMO energy (alpha / beta) in eV: 0.1 / -2.3

=====

b | A molecular structure, C24H23F6N8O9RuS5, computed with ωB97M-V/def2-TZVPD.

Last column: Löwdin charge in e.
Element x y z (Å)
Ru -0.27 -0.84 0.38  1.654
N 2.38 1.86 0.97  0.136
C 1.18 2.30 0.58  -0.683
N 0.09 1.58 0.48  0.019
C -0.99 2.38 0.13  -0.363
C -0.72 3.68 -0.07  -0.345
S 0.95 3.99 0.24  1.071
C -2.28 1.72 -0.08  -0.360
C -3.47 2.32 -0.29  -0.346
S -4.68 1.12 -0.60  1.066
C -3.47 -0.12 -0.46  -0.673
N -2.28 0.34 -0.16  0.007
N -3.76 -1.41 -0.64  0.136
H 2.46 0.91 1.32  0.063
H 3.21 2.39 0.79  0.113
H -1.38 4.46 -0.41  0.078
H -3.71 3.37 -0.27  0.076
H -4.71 -1.70 -0.79  0.106
H -3.04 -2.09 -0.38  0.063
C -1.41 5.56 4.14  -0.046
C -1.02 4.12 4.00  -0.271
C -1.98 3.15 3.73  -0.033
C -1.62 1.82 3.56  -0.055
C -0.29 1.45 3.66  -0.285
C 0.68 2.40 3.95  -0.057
C 0.31 3.72 4.11  -0.036
S 0.17 -0.24 3.43  0.587
O 0.17 -0.90 4.70  -0.267
O 1.45 -0.19 2.71  -0.366
N -0.89 -0.84 2.42  -0.331
C -1.86 -1.84 2.84  -0.166
C -2.07 -2.88 1.75  -0.616
O -2.71 -3.88 1.97  0.074
O -1.60 -2.55 0.56  -0.240
H -2.26 5.67 4.82  0.082
H -1.70 5.98 3.18  0.081
H -0.59 6.16 4.54  0.076
H -3.02 3.43 3.64  0.118
H -2.37 1.08 3.32  0.109
H 1.72 2.10 4.02  0.118
H 1.07 4.46 4.33  0.115
H -2.85 -1.39 3.02  0.123
H -1.56 -2.34 3.76  0.120
O 1.28 -2.48 1.20  -0.114
H 1.85 -2.05 1.85  0.044
H 1.79 -3.21 0.79  0.025
F 2.93 -0.09 -3.48  0.150
C 3.70 -0.10 -2.40  -0.674
F 4.87 -0.64 -2.70  0.159
F 3.89 1.17 -2.00  0.135
S 2.91 -1.05 -1.04  0.592
O 1.66 -0.32 -0.85  -0.405
O 3.84 -1.03 0.05  -0.250
N 2.60 -2.44 -1.68  -0.278
S 3.46 -3.73 -1.32  0.622
O 3.00 -4.33 -0.09  -0.279
O 4.86 -3.63 -1.57  -0.245
C 2.79 -4.83 -2.65  -0.678
F 1.50 -5.11 -2.44  0.120
F 3.48 -5.96 -2.63  0.155
F 2.91 -4.27 -3.85  0.139
N -0.36 -3.03 -3.44  0.150
C -0.55 -2.85 -2.12  -0.152
N -0.62 -1.59 -1.79  0.012
C -0.45 -0.87 -2.97  -0.232
C -0.44 0.50 -3.21  -0.010
C -0.25 0.92 -4.51  -0.078
C -0.07 0.00 -5.56  -0.084
C -0.08 -1.36 -5.34  -0.008
C -0.28 -1.78 -4.02  -0.183
H -0.21 -3.92 -3.88  0.156
H -0.63 -3.66 -1.41  0.138
H -0.56 1.20 -2.40  0.100
H -0.23 1.98 -4.73  0.104
H 0.08 0.37 -6.56  0.103
H 0.06 -2.07 -6.14  0.113

Computed properties:
2S+1: 6
Frontier orbital gap (alpha / beta) in eV: 8.46 / 6.81
⟨S²⟩: 8.756
Charge: 0
LUMO energy (alpha / beta) in eV: 0.0 / -1.6

=====

What should be chosen as the most stable of them? Choose b.